Entry 1:
Below is C53H43CoN2O2S2Sb2 as an isolated structure at a distorted geometry, with properties calculated with wB97M-V/def2-TZVPD.

Summary:
* LUMO level (spin up / spin down): -6.03 / -7.80 eV
* max |F|: 1.32 eV Å⁻¹
* charge: +2
* 2S+1: 5
* energy relative to the best compared isomer or geometry (same formula, charge and spin): 17.6 kcal/mol
* DFT total energy: -135092.324 eV

Last column: Löwdin charge in e.
Element x y z (Å)
1 Co 1.362 0.537 -0.105  0.17
2 C 3.544 -0.701 1.971  -0.04
3 O 3.114 0.451 1.238  -0.21
4 C 3.561 1.667 1.641  -0.20
5 C 4.399 1.895 2.716  0.01
6 C 4.812 3.191 2.996  -0.02
7 C 4.399 4.263 2.206  -0.05
8 C 3.557 4.048 1.140  0.01
9 C 3.108 2.751 0.856  -0.17
10 N 2.164 2.458 -0.102  0.04
11 N 1.947 3.341 -1.002  0.14
12 C 1.028 3.241 -1.958  -0.07
13 C 0.042 2.154 -2.020  -0.27
14 O -0.165 1.420 -1.012  -0.18
15 C -0.625 1.928 -3.251  0.03
16 C -0.405 2.737 -4.319  0.05
17 C 0.435 3.897 -4.247  -0.16
18 C 0.583 4.761 -5.335  0.01
19 C 1.343 5.910 -5.222  -0.03
20 C 1.950 6.231 -4.009  -0.03
21 C 1.852 5.371 -2.934  0.01
22 C 1.110 4.188 -3.041  -0.10
23 H 3.064 -0.730 2.951  0.11
24 H 4.629 -0.711 2.068  0.11
25 H 3.227 -1.561 1.388  0.06
26 H 4.738 1.081 3.340  0.12
27 H 5.470 3.365 3.836  0.12
28 H 4.722 5.267 2.446  0.12
29 H 3.211 4.864 0.522  0.11
30 H -1.308 1.091 -3.306  0.12
31 H -0.898 2.524 -5.260  0.14
32 H 0.084 4.525 -6.267  0.13
33 H 1.456 6.569 -6.072  0.12
34 H 2.506 7.153 -3.914  0.12
35 H 2.326 5.604 -1.991  0.11
36 S 1.961 -1.295 -1.390  0.15
37 Sb 0.968 -3.400 -1.017  1.38
38 C 1.744 -4.404 0.703  -0.33
39 C 1.620 -3.859 1.975  -0.15
40 C 1.988 -4.616 3.078  -0.06
41 C 2.489 -5.900 2.907  -0.06
42 C 2.614 -6.434 1.634  -0.06
43 C 2.236 -5.691 0.524  -0.11
44 C -1.154 -3.459 -0.681  -0.33
45 C -2.068 -3.802 -1.670  -0.12
46 C -3.412 -3.907 -1.342  -0.07
47 C -3.842 -3.638 -0.051  -0.06
48 C -2.930 -3.262 0.924  -0.06
49 C -1.579 -3.195 0.615  -0.15
50 C 1.671 -4.566 -2.657  -0.36
51 C 3.052 -4.666 -2.781  -0.14
52 C 3.586 -5.496 -3.755  -0.06
53 C 2.744 -6.211 -4.597  -0.05
54 C 1.368 -6.096 -4.471  -0.06
55 C 0.821 -5.274 -3.496  -0.11
56 H 1.246 -2.851 2.118  0.06
57 H 1.875 -4.208 4.074  0.11
58 H 2.790 -6.478 3.770  0.12
59 H 2.996 -7.438 1.504  0.12
60 H 2.328 -6.119 -0.466  0.10
61 H -1.753 -3.982 -2.690  0.09
62 H -4.128 -4.200 -2.099  0.12
63 H -4.891 -3.732 0.200  0.12
64 H -3.263 -3.042 1.931  0.11
65 H -0.872 -2.938 1.388  0.05
66 H 3.703 -4.096 -2.128  0.10
67 H 4.659 -5.588 -3.854  0.12
68 H 3.165 -6.855 -5.357  0.12
69 H 0.714 -6.652 -5.129  0.11
70 H -0.253 -5.194 -3.402  0.08
71 S 0.020 -0.158 1.609  0.24
72 Sb -1.896 1.169 1.407  1.43
73 C -2.890 0.469 3.152  -0.36
74 C -2.236 0.590 4.372  -0.13
75 C -2.815 0.055 5.512  -0.06
76 C -4.039 -0.596 5.429  -0.06
77 C -4.693 -0.704 4.210  -0.07
78 C -4.121 -0.168 3.065  -0.13
79 C -1.368 3.205 1.733  -0.34
80 C -2.206 4.245 1.349  -0.11
81 C -1.846 5.551 1.646  -0.06
82 C -0.669 5.810 2.332  -0.06
83 C 0.154 4.764 2.725  -0.07
84 C -0.190 3.454 2.420  -0.14
85 C -3.212 0.852 -0.233  -0.34
86 C -2.934 -0.128 -1.173  -0.13
87 C -3.851 -0.358 -2.188  -0.07
88 C -5.017 0.393 -2.262  -0.05
89 C -5.277 1.379 -1.321  -0.06
90 C -4.378 1.606 -0.289  -0.12
91 H -1.286 1.108 4.433  0.09
92 H -2.308 0.142 6.463  0.11
93 H -4.489 -1.011 6.320  0.11
94 H -5.648 -1.209 4.148  0.11
95 H -4.638 -0.233 2.113  0.10
96 H -3.139 4.053 0.835  0.09
97 H -2.493 6.369 1.355  0.12
98 H -0.395 6.829 2.571  0.11
99 H 1.061 4.962 3.277  0.11
100 H 0.448 2.633 2.729  0.08
101 H -2.018 -0.704 -1.105  0.09
102 H -3.654 -1.128 -2.922  0.11
103 H -5.727 0.206 -3.055  0.12
104 H -6.182 1.968 -1.385  0.12
105 H -4.600 2.346 0.471  0.10

Entry 2:
Below is a 7-piece molecular cluster, C38H42N6O6S overall at a distorted geometry, with properties calculated with wB97M-V/def2-TZVPD.

Summary:
* LUMO level: -1.53 eV
* max |F|: 3.96 eV Å⁻¹
* charge: 0
* 2S+1: 1
* SMILES: CS(=O)(=O)C1=CC(=O)c2c(C[C@@H]3CO3)ccc(O)c2C1=O.c1cc[nH]c1.c1cc[nH]c1.c1cc[nH]c1.c1cc[nH]c1.c1cc[nH]c1.c1cc[nH]c1
* DFT total energy: -72139.174 eV

Last column: Löwdin charge in e.
Element x y z (Å)
1 C 2.645 -4.678 3.052  -0.13
2 S 3.348 -3.260 2.165  0.65
3 O 3.828 -3.798 0.919  -0.31
4 O 4.366 -2.649 2.967  -0.29
5 C 2.015 -2.122 1.727  -0.16
6 C 0.751 -2.501 1.815  0.05
7 C -0.326 -1.509 1.400  -0.27
8 O -1.324 -1.927 0.857  0.14
9 C -0.021 -0.060 1.671  -0.04
10 C -1.038 0.830 1.999  -0.15
11 C -2.513 0.477 2.137  -0.05
12 C -3.101 0.275 0.690  -0.25
13 C -4.718 0.360 0.634  -0.05
14 O -3.792 -0.905 0.482  -0.14
15 C -0.663 2.156 2.250  0.00
16 C 0.649 2.551 2.180  0.02
17 C 1.671 1.660 1.863  -0.25
18 O 2.976 2.039 1.833  0.08
19 C 1.323 0.345 1.601  0.00
20 C 2.373 -0.709 1.265  -0.26
21 O 3.411 -0.462 0.701  0.16
22 H 2.350 -5.428 2.311  0.07
23 H 3.418 -5.148 3.671  0.07
24 H 1.817 -4.335 3.685  0.06
25 H 0.447 -3.487 2.162  0.12
26 H -2.647 -0.484 2.641  0.13
27 H -3.072 1.306 2.574  0.11
28 H -2.552 0.717 -0.154  0.16
29 H -4.564 1.107 -0.224  0.08
30 H -5.429 -0.224 0.030  0.10
31 H -1.446 2.862 2.525  0.13
32 H 0.911 3.584 2.411  0.13
33 H 3.043 2.864 1.332  0.10
34 C -3.073 -1.845 -3.618  -0.11
35 C -4.082 -1.520 -4.565  -0.12
36 C -5.266 -1.427 -3.884  -0.14
37 N -5.011 -1.687 -2.563  0.01
38 C -3.677 -1.937 -2.391  -0.13
39 H -2.023 -1.993 -3.815  0.09
40 H -3.952 -1.373 -5.625  0.09
41 H -6.264 -1.201 -4.222  0.10
42 H -5.698 -1.693 -1.832  0.14
43 H -3.277 -2.159 -1.418  0.10
44 C 1.918 -3.449 7.912  -0.11
45 C 0.629 -3.742 8.433  -0.11
46 C 0.302 -5.007 8.024  -0.14
47 N 1.340 -5.488 7.272  0.00
48 C 2.331 -4.545 7.204  -0.15
49 H 2.478 -2.537 8.044  0.09
50 H 0.014 -3.098 9.039  0.09
51 H -0.577 -5.605 8.200  0.10
52 H 1.370 -6.393 6.839  0.14
53 H 3.240 -4.736 6.659  0.10
54 C -5.790 0.303 5.598  -0.12
55 C -6.295 1.597 5.894  -0.12
56 C -6.619 2.190 4.702  -0.15
57 N -6.325 1.306 3.699  0.00
58 C -5.824 0.154 4.236  -0.15
59 H -5.442 -0.433 6.304  0.09
60 H -6.409 2.041 6.869  0.09
61 H -7.030 3.160 4.481  0.10
62 H -6.454 1.475 2.717  0.12
63 H -5.535 -0.669 3.604  0.10
64 C 0.696 0.458 -6.916  -0.11
65 C -0.312 0.782 -7.863  -0.11
66 C -1.495 0.876 -7.180  -0.14
67 N -1.242 0.617 -5.861  0.01
68 C 0.091 0.366 -5.691  -0.14
69 H 1.746 0.310 -7.112  0.07
70 H -0.183 0.930 -8.923  0.09
71 H -2.492 1.102 -7.518  0.11
72 H -1.931 0.612 -5.128  0.13
73 H 0.492 0.143 -4.717  0.11
74 C 5.361 -0.824 -9.541  -0.11
75 C 5.813 0.214 -10.400  -0.12
76 C 4.923 1.249 -10.291  -0.15
77 N 3.950 0.876 -9.405  0.00
78 C 4.213 -0.384 -8.940  -0.15
79 H 5.827 -1.782 -9.383  0.09
80 H 6.691 0.201 -11.024  0.09
81 H 4.898 2.215 -10.767  0.10
82 H 3.164 1.440 -9.136  0.14
83 H 3.560 -0.856 -8.225  0.10
84 C 4.041 7.393 1.483  -0.11
85 C 4.527 6.656 2.598  -0.11
86 C 4.703 5.364 2.187  -0.14
87 N 4.338 5.286 0.868  -0.01
88 C 3.938 6.523 0.432  -0.14
89 H 3.797 8.442 1.457  0.09
90 H 4.724 7.035 3.587  0.09
91 H 5.053 4.493 2.716  0.11
92 H 4.362 4.455 0.307  0.14
93 H 3.615 6.673 -0.584  0.11